68
Properties=species:S:1:pos:R:3 method="wB97M-V/def2-TZVPD" molar_mass_da=745.81 total_charge=+1 lumo_ev=-4.189 de_lowest_kcal_mol=0.0
In 0.2224 -0.0250 -0.6172
C -2.9115 -1.9045 3.8284
C -2.0787 -0.8606 4.2131
C -0.9852 -0.5165 3.4349
C -0.7092 -1.2227 2.2649
C -1.5356 -2.2741 1.8883
C -2.6361 -2.6092 2.6661
N 0.3686 -0.8180 1.4291
C 1.6202 -0.9227 1.8925
C 1.9776 -1.6643 3.0611
C 3.2797 -1.7720 3.4455
C 4.3416 -1.1556 2.7300
C 4.0529 -0.4231 1.6242
C 2.7074 -0.2951 1.1941
N 2.3426 0.4322 0.1129
N 3.1705 1.1097 -0.5559
C 2.5809 1.7161 -1.6848
C 3.3329 2.6723 -2.3572
C 2.7970 3.2619 -3.4838
C 1.5355 2.8687 -3.9214
C 0.8555 1.9066 -3.2057
N 1.3643 1.3400 -2.0989
H -3.7672 -2.1687 4.4347
H -2.2845 -0.3093 5.1214
H -0.3410 0.3060 3.7229
H -1.3268 -2.8187 0.9764
H -3.2765 -3.4261 2.3608
H 1.1996 -2.1560 3.6270
H 3.5152 -2.3565 4.3261
H 5.3605 -1.2741 3.0693
H 4.8235 0.0697 1.0478
H 4.3118 2.9244 -1.9763
H 3.3549 4.0162 -4.0220
H 1.0865 3.2927 -4.8074
H -0.1207 1.5554 -3.5104
C 2.2730 -3.4068 -0.2739
As 1.2060 -2.3736 -1.5136
C 2.3927 -2.1143 -3.0201
C -0.0717 -3.6679 -2.1601
H 2.6495 -4.2920 -0.7855
H 1.6548 -3.7105 0.5699
H 3.1086 -2.8148 0.0958
H 2.6493 -3.0746 -3.4650
H 3.3021 -1.6188 -2.6810
H 1.8974 -1.4910 -3.7629
H 0.4748 -4.5375 -2.5234
H -0.6634 -3.2357 -2.9629
H -0.7356 -3.9630 -1.3499
O -2.8403 -1.8096 -2.9819
Cl -2.2355 -0.7460 -2.2777
O -0.9016 -0.4377 -2.8391
O -3.0268 0.4342 -2.2628
O -1.9274 -1.1566 -0.8877
N -5.5112 3.9559 0.8078
C -4.3111 4.4816 0.5179
S -4.0246 6.0883 0.4203
C -3.2129 3.4751 0.3338
C -2.0888 3.8038 -0.4169
C -1.0986 2.8671 -0.5931
N -1.1535 1.6385 -0.0544
C -2.2239 1.3231 0.6864
C -3.2596 2.2096 0.9042
H -6.2874 4.5870 0.9250
H -5.7127 2.9771 0.6962
H -2.0048 4.7865 -0.8573
H -0.2167 3.1062 -1.1700
H -2.2579 0.3303 1.1093
H -4.0709 1.8869 1.5419